{
  "formula": "CHClF2OS",
  "method": "ωB97M-V/def2-TZVPD",
  "elements": ["C", "O", "F", "F", "S", "Cl", "H"],
  "xyz": [[-1.44, -0.17, 0.00], [3.28, 1.31, -0.50], [-1.89, -0.96, -1.03], [-2.37, -0.21, 0.97], [3.58, 0.07, 0.21], [0.09, -0.85, 0.77], [-1.26, 0.80, -0.41]],
  "lowdin_charge": [-0.686, -0.695, 0.001, 0.014, 0.685, 0.572, 0.109],
  "e_above_lowest_kcal_mol": 18.5,
  "e_tot_ha": -1171.9807,
  "smiles": "FC(F)Cl.O=S",
  "total_charge": 0,
  "lumo_energy_ev": [-1.485, -1.476]
}



{
  "formula": "C4H3CoO6",
  "method": "ωB97M-V/def2-TZVPD",
  "elements": ["O", "C", "O", "C", "C", "O", "O", "H", "H", "Co", "O", "C", "O", "H"],
  "xyz": [[1.70, 0.34, 1.89], [0.90, 0.30, 1.00], [-1.14, 1.01, -0.20], [-1.83, -0.08, -0.49], [-0.41, 1.05, 1.01], [-1.83, -1.09, 0.28], [-2.52, -0.09, -1.54], [-1.01, 0.67, 1.85], [-0.18, 2.11, 1.19], [-2.93, -1.87, -1.00], [2.95, -1.01, -1.35], [2.71, -0.24, -0.35], [1.39, 0.00, -0.31], [2.20, -1.11, -1.97]],
  "lowdin_charge": [0.247, -0.295, 0.118, -0.676, 0.001, 0.019, 0.071, 0.173, 0.189, 1.309, 0.274, 0.240, 0.133, 0.196],
  "e_above_lowest_kcal_mol": 0.0,
  "e_tot_ha": -1987.5762,
  "total_charge": 2,
  "lumo_energy_ev": [-9.798, -12.324],
  "multiplicity": 5
}



{
  "formula": "C27H71N4O9",
  "method": "ωB97M-V/def2-TZVPD",
  "elements": ["C", "C", "C", "O", "H", "H", "H", "H", "H", "H", "H", "C", "O", "C", "C", "N", "H", "H", "C", "C", "O", "C", "H", "H", "H", "H", "H", "H", "H", "H", "H", "H", "H", "H", "H", "H", "C", "O", "C", "C", "N", "H", "H", "C", "C", "O", "C", "H", "H", "H", "H", "H", "H", "H", "H", "H", "H", "H", "H", "H", "H", "C", "O", "C", "C", "N", "H", "H", "C", "C", "O", "C", "H", "H", "H", "H", "H", "H", "H", "H", "H", "H", "H", "H", "H", "H", "C", "O", "C", "C", "N", "H", "H", "C", "C", "O", "C", "H", "H", "H", "H", "H", "H", "H", "H", "H", "H", "H", "H", "H", "H"],
  "xyz": [[-3.50, -28.69, -26.38], [-2.06, -28.62, -25.76], [-2.01, -29.27, -24.38], [-0.96, -28.87, -26.56], [-4.16, -28.38, -25.57], [-3.78, -29.71, -26.64], [-3.50, -28.02, -27.23], [-1.95, -27.55, -25.61], [-1.31, -30.11, -24.34], [-2.99, -29.56, -24.02], [-1.69, -28.66, -23.53], [-4.79, -27.65, -30.03], [-3.73, -27.84, -31.01], [-2.48, -28.30, -30.43], [-1.70, -27.07, -29.79], [-0.44, -27.62, -29.03], [-0.75, -28.07, -28.18], [0.06, -28.31, -29.57], [0.65, -26.75, -28.37], [0.15, -25.36, -27.99], [-0.24, -24.79, -29.23], [-0.76, -23.48, -29.30], [-5.68, -27.57, -30.66], [-4.59, -26.72, -29.49], [-4.89, -28.56, -29.45], [-2.00, -28.70, -31.33], [-2.63, -29.16, -29.78], [-2.28, -26.55, -29.02], [-1.36, -26.33, -30.51], [1.43, -26.69, -29.13], [1.06, -27.36, -27.57], [1.05, -24.86, -27.63], [-0.65, -25.41, -27.25], [-1.77, -23.33, -28.93], [-0.91, -23.34, -30.37], [-0.10, -22.73, -28.85], [-1.04, -22.16, -25.89], [-0.72, -23.00, -24.70], [-0.31, -22.34, -23.58], [0.55, -23.35, -22.76], [-0.06, -24.77, -22.52], [0.45, -25.17, -21.74], [-0.95, -24.51, -22.12], [-0.18, -25.72, -23.68], [1.21, -26.52, -23.83], [1.49, -27.09, -22.51], [2.77, -27.78, -22.40], [-1.30, -22.71, -26.79], [-0.07, -21.69, -26.04], [-1.77, -21.37, -25.66], [-1.24, -22.11, -23.08], [0.17, -21.36, -23.62], [0.72, -22.98, -21.75], [1.51, -23.47, -23.25], [-0.39, -25.29, -24.66], [-0.89, -26.46, -23.31], [1.91, -25.74, -24.14], [1.18, -27.37, -24.51], [2.92, -28.00, -21.35], [3.51, -27.13, -22.88], [2.86, -28.66, -23.03], [-2.00, -33.88, -23.54], [-1.08, -33.65, -24.48], [-1.57, -33.01, -25.68], [-0.42, -32.38, -26.51], [0.40, -31.32, -25.72], [-0.09, -30.44, -25.82], [0.41, -31.68, -24.78], [1.89, -31.11, -26.18], [2.71, -32.34, -25.66], [2.56, -32.41, -24.27], [3.48, -33.29, -23.71], [-2.70, -34.63, -23.92], [-2.57, -32.98, -23.29], [-1.45, -34.22, -22.66], [-2.18, -32.15, -25.40], [-2.14, -33.67, -26.34], [-0.63, -31.84, -27.44], [0.26, -33.22, -26.65], [2.22, -30.14, -25.81], [1.89, -31.16, -27.27], [3.68, -32.00, -26.03], [2.32, -33.26, -26.09], [3.18, -33.34, -22.66], [4.56, -33.20, -23.79], [3.30, -34.30, -24.08], [-3.01, -28.05, -16.20], [-2.26, -28.24, -17.35], [-1.29, -29.27, -17.20], [-0.58, -29.43, -18.54], [-1.68, -29.77, -19.49], [-2.00, -30.64, -19.09], [-2.44, -29.13, -19.33], [-1.40, -29.74, -21.03], [-0.28, -30.64, -21.51], [-0.49, -31.89, -20.94], [0.50, -32.84, -21.26], [-3.55, -28.93, -15.84], [-3.72, -27.24, -16.34], [-2.25, -27.65, -15.53], [-1.76, -30.21, -16.89], [-0.55, -28.99, -16.45], [0.25, -30.13, -18.51], [-0.17, -28.46, -18.84], [-1.21, -28.70, -21.30], [-2.28, -30.00, -21.61], [0.69, -30.17, -21.33], [-0.29, -30.80, -22.59], [0.52, -33.07, -22.33], [0.14, -33.76, -20.79], [1.46, -32.64, -20.80]],
  "lowdin_charge": [-0.038, -0.593, -0.063, -0.310, 0.077, 0.076, 0.052, 0.091, 0.036, 0.082, 0.038, -0.063, -0.196, -0.165, -0.029, 0.071, 0.062, 0.163, -0.070, -0.198, -0.213, -0.080, 0.098, 0.080, 0.083, 0.127, 0.114, 0.112, 0.126, 0.135, 0.114, 0.133, 0.122, 0.086, 0.106, 0.093, 0.010, -0.225, -0.244, -0.026, 0.086, 0.155, 0.171, -0.062, -0.134, -0.243, -0.059, 0.057, 0.097, 0.103, 0.132, 0.147, 0.138, 0.131, 0.113, 0.111, 0.119, 0.119, 0.098, 0.092, 0.077, -0.135, -0.186, -0.144, -0.041, 0.062, 0.061, 0.113, -0.031, -0.199, -0.195, -0.099, 0.109, 0.092, 0.090, 0.111, 0.144, 0.135, 0.120, 0.121, 0.130, 0.139, 0.130, 0.084, 0.106, 0.100, -0.092, -0.205, -0.187, -0.081, 0.092, 0.173, 0.158, -0.049, -0.228, -0.177, -0.075, 0.106, 0.104, 0.103, 0.139, 0.143, 0.147, 0.137, 0.117, 0.126, 0.126, 0.106, 0.074, 0.106, 0.101],
  "e_above_lowest_kcal_mol": 69.9,
  "e_tot_ha": -1966.3347,
  "total_charge": 3,
  "lumo_energy_ev": -6.812
}



{
  "formula": "C3H15N2O3",
  "method": "ωB97M-V/def2-TZVPD",
  "elements": ["C", "C", "N", "C", "N", "H", "H", "H", "H", "H", "H", "H", "H", "H", "H", "H", "O", "H", "H", "O", "H", "H", "O"],
  "xyz": [[-1.61, -2.02, -2.25], [-1.77, -0.56, -2.66], [0.40, 1.12, -0.24], [-0.48, 0.10, -0.61], [-1.41, 0.38, -1.59], [-0.59, -2.36, -2.37], [-1.79, -2.14, -1.19], [-2.21, -2.69, -2.85], [-1.12, -0.35, -3.52], [-2.78, -0.30, -2.96], [0.40, 2.02, -0.70], [0.46, 1.23, 0.76], [-0.38, -0.81, -0.03], [-2.07, 1.12, -1.39], [4.15, -0.07, 0.83], [4.06, -0.87, 2.21], [3.59, -0.47, 1.49], [-0.88, 2.01, 2.53], [0.51, 2.25, 2.82], [-0.18, 2.61, 2.24], [0.66, -0.04, 3.69], [1.92, -0.32, 2.95], [1.12, 0.17, 2.86]],
  "lowdin_charge": [-0.111, -0.272, 0.042, -0.275, -0.088, 0.067, 0.059, 0.063, 0.099, 0.103, 0.072, 0.010, 0.085, 0.103, 0.047, 0.030, -0.039, 0.039, 0.021, -0.073, 0.056, 0.006, -0.043],
  "e_above_lowest_kcal_mol": 8.8,
  "e_tot_ha": -458.4395,
  "total_charge": 0,
  "lumo_energy_ev": [0.341, 0.329],
  "multiplicity": 2
}



{
  "formula": "C44H48AsN3O4SiTc",
  "method": "ωB97M-V/def2-TZVPD",
  "elements": ["Tc", "C", "O", "C", "C", "C", "C", "C", "C", "N", "C", "N", "C", "C", "C", "C", "C", "C", "O", "C", "N", "C", "C", "C", "C", "C", "C", "O", "C", "H", "H", "H", "H", "H", "H", "H", "H", "H", "H", "H", "H", "H", "H", "H", "H", "H", "H", "H", "H", "H", "H", "C", "Si", "C", "C", "C", "H", "H", "H", "H", "H", "H", "H", "H", "H", "H", "H", "O", "As", "C", "C", "C", "C", "C", "C", "C", "C", "C", "C", "C", "C", "C", "C", "C", "C", "C", "C", "H", "H", "H", "H", "H", "H", "H", "H", "H", "H", "H", "H", "H", "H", "H"],
  "xyz": [[-0.12, 0.83, 0.14], [-5.80, -4.38, -1.34], [-4.69, -3.75, -0.68], [-4.24, -4.31, 0.47], [-4.75, -5.46, 1.05], [-4.18, -5.95, 2.22], [-3.09, -5.31, 2.79], [-2.57, -4.16, 2.21], [-3.15, -3.66, 1.06], [-2.70, -2.51, 0.35], [-2.02, -1.45, 0.81], [-1.98, -1.19, 2.10], [-1.08, -0.32, 2.77], [-0.21, 0.54, 2.13], [0.65, 1.32, 2.93], [0.61, 1.22, 4.30], [-0.28, 0.36, 4.94], [-1.13, -0.41, 4.18], [-2.04, -1.30, 4.65], [-2.13, -1.46, 6.07], [-1.45, -0.59, -0.07], [-1.07, -1.10, -1.37], [0.16, -1.77, -1.43], [0.64, -2.33, -2.59], [-0.14, -2.23, -3.74], [-1.36, -1.59, -3.71], [-1.86, -1.02, -2.54], [-3.10, -0.51, -2.67], [-3.74, 0.24, -1.63], [-6.02, -3.77, -2.21], [-6.67, -4.40, -0.68], [-5.54, -5.39, -1.65], [-5.59, -5.98, 0.61], [-4.58, -6.84, 2.68], [-2.64, -5.70, 3.69], [-1.70, -3.69, 2.64], [-2.93, -2.51, -0.64], [-2.55, -1.76, 2.71], [1.34, 2.01, 2.46], [1.28, 1.82, 4.90], [-0.31, 0.30, 6.02], [-2.88, -2.23, 6.23], [-2.45, -0.53, 6.54], [-1.18, -1.79, 6.48], [0.72, -1.88, -0.50], [1.60, -2.83, -2.60], [0.20, -2.67, -4.67], [-1.98, -1.53, -4.59], [-4.59, 0.72, -2.10], [-3.07, 0.99, -1.24], [-4.09, -0.41, -0.83], [-3.83, 3.34, -0.01], [-2.10, 3.68, -0.61], [-1.85, 3.36, -2.42], [-1.69, 5.46, -0.23], [-0.83, 2.73, 0.43], [-4.50, 4.12, -0.36], [-3.85, 3.36, 1.08], [-4.25, 2.39, -0.34], [-2.33, 4.13, -3.02], [-2.25, 2.40, -2.76], [-0.78, 3.38, -2.67], [-2.39, 6.13, -0.73], [-0.68, 5.71, -0.55], [-1.76, 5.66, 0.85], [0.12, 3.25, 0.27], [-1.09, 2.87, 1.48], [1.69, 1.39, -0.12], [3.30, 1.16, -0.72], [4.20, 0.02, 0.48], [5.37, 0.46, 1.11], [6.01, -0.40, 1.99], [5.49, -1.66, 2.24], [4.33, -2.09, 1.60], [3.68, -1.25, 0.71], [3.17, 0.41, -2.45], [3.99, -0.64, -2.84], [3.91, -1.12, -4.14], [3.01, -0.56, -5.03], [2.18, 0.49, -4.63], [2.26, 0.98, -3.34], [4.06, 2.88, -0.79], [4.61, 3.35, -1.97], [5.13, 4.64, -2.01], [5.08, 5.43, -0.88], [4.53, 4.96, 0.31], [4.01, 3.67, 0.36], [5.77, 1.44, 0.91], [6.92, -0.08, 2.49], [6.00, -2.32, 2.92], [3.94, -3.08, 1.79], [2.78, -1.58, 0.21], [4.70, -1.08, -2.14], [4.55, -1.93, -4.45], [2.95, -0.93, -6.04], [1.49, 0.93, -5.34], [1.63, 1.81, -3.04], [4.65, 2.72, -2.86], [5.56, 5.02, -2.92], [5.49, 6.44, -0.91], [4.50, 5.59, 1.19], [3.57, 3.30, 1.28]],
  "lowdin_charge": [1.448, -0.038, -0.092, -0.220, 0.005, -0.052, -0.068, -0.024, -0.137, 0.191, -0.322, 0.186, -0.149, -0.209, -0.125, -0.057, 0.000, -0.224, -0.095, -0.034, -0.087, -0.237, -0.057, -0.072, -0.048, 0.026, -0.229, -0.048, -0.057, 0.098, 0.103, 0.103, 0.115, 0.118, 0.112, 0.116, 0.145, 0.142, 0.084, 0.116, 0.115, 0.100, 0.105, 0.102, 0.100, 0.113, 0.121, 0.135, 0.114, 0.032, 0.096, -0.163, 0.418, -0.168, -0.177, -0.329, 0.048, 0.044, 0.004, 0.045, 0.014, 0.026, 0.044, 0.038, 0.043, 0.025, 0.026, -0.589, 1.308, -0.319, -0.069, -0.046, -0.042, -0.052, -0.093, -0.333, -0.079, -0.055, -0.050, -0.056, -0.095, -0.322, -0.074, -0.048, -0.042, -0.051, -0.092, 0.108, 0.120, 0.120, 0.116, 0.086, 0.112, 0.119, 0.120, 0.119, 0.106, 0.108, 0.119, 0.120, 0.118, 0.109],
  "e_above_lowest_kcal_mol": 1.2,
  "e_tot_ha": -4776.2346,
  "total_charge": 2,
  "lumo_energy_ev": [-5.963, -5.699],
  "multiplicity": 2
}



{
  "formula": "C3H5NO3S",
  "method": "ωB97M-V/def2-TZVPD",
  "elements": ["C", "C", "C", "H", "H", "H", "H", "H", "N", "O", "O", "O", "S"],
  "xyz": [[-0.27, 0.59, 0.90], [-1.07, 0.18, -0.37], [-0.13, 0.54, -1.55], [1.92, -0.75, 0.21], [1.18, -0.04, 2.22], [-2.07, 0.75, -0.31], [-0.39, -1.65, -0.34], [-0.50, 0.23, -2.67], [0.65, -0.14, 1.33], [1.20, -1.24, 0.70], [-1.21, -1.13, -0.63], [1.16, 0.72, -1.31], [-0.47, 1.93, 1.82]],
  "lowdin_charge": [-0.834, -0.378, -0.070, 0.138, 0.167, 0.170, 0.143, 0.182, -0.110, -0.018, -0.005, -0.050, 0.666],
  "e_above_lowest_kcal_mol": 101.4,
  "e_tot_ha": -795.8352,
  "smiles": "O=C[C@@H](O)C(=S)NO",
  "total_charge": 0,
  "lumo_energy_ev": -0.060
}